12
Properties=species:S:1:pos:R:3:lowdin_charge:R:1 method="wB97M-V/def2-TZVPD" smiles="CP1(=O)CC1" energy_ha=-535.03685 total_charge=0 molar_mass_da=90.062 homo_lumo_gap_ev=10.26
C 0.658 0.265 1.282 -0.25
C 0.200 -1.253 0.897 -0.21
C -0.213 0.753 -1.700 -0.12
O -2.188 0.308 0.497 -0.38
P -0.764 0.183 0.175 0.69
H 0.736 0.380 2.383 0.08
H 1.497 0.628 0.818 0.02
H 1.008 -1.916 0.379 0.10
H -0.428 -1.823 1.438 0.00
H 0.084 1.816 -1.800 0.04
H 0.521 0.150 -2.023 -0.04
H -1.112 0.509 -2.345 0.06

23
Properties=species:S:1:pos:R:3:lowdin_charge:R:1 method="wB97M-V/def2-TZVPD" smiles="C=C1C(Br)=CC=C[N@H+]1/N=C(/C)N" energy_ha=-3049.33944 total_charge=+1 molar_mass_da=229.101 homo_lumo_gap_ev=9.02
C 1.321 -2.087 1.549 -0.05
C 2.548 -1.793 0.840 -0.16
C 0.285 -1.230 1.495 -0.04
C 2.797 -0.549 0.459 -0.66
C 1.649 0.590 0.729 -0.21
C 1.850 1.851 1.067 0.14
C -1.641 0.687 -0.378 -0.43
C -2.621 1.755 -0.239 -0.01
N -0.758 0.709 0.590 0.11
N -1.857 -0.160 -1.353 0.21
N 0.354 -0.143 0.567 -0.13
Br 4.073 -0.077 -0.783 0.86
H 1.333 -2.887 2.360 0.15
H 3.289 -2.669 0.618 0.16
H -0.728 -1.217 1.950 0.15
H 1.060 2.523 1.218 0.07
H 2.828 2.250 0.885 0.08
H -3.658 1.722 -0.477 0.09
H -2.255 2.707 -0.744 0.13
H -2.621 2.166 0.734 0.08
H -2.592 0.099 -1.963 0.12
H -1.201 -0.902 -1.587 0.13
H 0.647 -0.718 -0.295 0.21

14
Properties=species:S:1:pos:R:3:lowdin_charge:R:1 method="wB97M-V/def2-TZVPD" energy_ha=-324.17064 total_charge=-1 molar_mass_da=90.102 homo_lumo_gap_ev=5.85
C -2.459 0.879 0.560 -0.03
C 0.208 -1.156 -0.737 -0.17
C -1.394 0.152 0.419 -0.30
N 2.244 0.515 -0.707 -0.26
O 2.868 0.134 0.526 -0.30
O -1.205 -0.889 -0.431 -0.18
H 2.192 -0.136 1.151 0.01
H -3.461 0.740 0.184 0.04
H -2.329 1.660 1.232 0.01
H 1.099 -0.207 -0.769 -0.03
H 0.161 -1.631 -1.763 0.06
H 0.763 -1.888 -0.166 0.03
H -0.449 0.399 0.934 0.11
H 1.763 1.428 -0.435 0.00

34
Properties=species:S:1:pos:R:3:lowdin_charge:R:1 method="wB97M-V/def2-TZVPD" smiles="COc1ccc(CN[C@@H]2CC(=O)N(C)C2=O)cc1" energy_ha=-840.23530 total_charge=0 molar_mass_da=248.282 homo_lumo_gap_ev=9.24
C -4.418 -0.472 -0.528 -0.09
H -5.244 -1.127 -0.258 0.09
O -3.513 -0.538 0.548 -0.08
C -2.347 0.154 0.459 -0.27
C -1.995 1.001 -0.587 -0.01
C -0.774 1.651 -0.568 -0.05
C 0.127 1.464 0.471 -0.23
C -0.240 0.635 1.524 -0.04
C -1.459 -0.009 1.523 0.00
H -1.753 -0.650 2.340 0.12
H 0.437 0.492 2.353 0.12
C 1.471 2.136 0.446 -0.17
N 2.264 1.730 -0.717 0.00
H 3.140 2.240 -0.691 0.11
C 2.515 0.306 -0.891 -0.22
C 2.475 -0.513 0.399 -0.40
O 3.120 -0.326 1.399 0.10
N 1.554 -1.520 0.239 0.00
C 0.900 -1.504 -0.976 -0.43
O 0.041 -2.283 -1.290 0.11
C 1.473 -0.371 -1.793 -0.02
H 1.901 -0.767 -2.714 0.13
H 0.680 0.323 -2.064 0.11
C 1.240 -2.474 1.276 0.01
H 1.485 -3.481 0.939 0.10
H 0.176 -2.425 1.505 0.09
H 1.830 -2.218 2.154 0.09
H 3.517 0.192 -1.319 0.16
H 1.992 1.939 1.394 0.11
H 1.339 3.219 0.351 0.13
H -0.512 2.316 -1.378 0.12
H -2.663 1.164 -1.418 0.10
H -3.960 -0.828 -1.456 0.10
H -4.797 0.545 -0.673 0.09